(1)
Below is C4H7N2 as an isolated structure in a non-equilibrium geometry, with properties calculated with ωB97M-V/def2-TZVPD.

Properties
Total energy in Eh: -265.72444
M in g/mol: 83.114
HOMO in eV: -13.994
Kohn-Sham gap in eV: 9.584
ΔE to the lowest compared entry with this formula, charge and spin in kcal/mol: 115.49
LUMO energy in eV: -4.4
Net charge: +1

XYZ file:
```
13
C4H7N2 ωB97M-V/def2-TZVPD
C -2.594 0.345 -0.098
C -2.800 -0.618 -0.790
C 1.625 0.310 -0.589
C 0.780 -0.271 1.095
N 0.990 -0.876 -0.143
N 1.434 0.824 0.746
H -2.471 1.166 0.646
H -3.243 -1.516 -1.151
H 2.590 0.378 -1.085
H 1.042 0.892 -1.234
H 0.259 -0.625 1.943
H 1.082 -1.875 -0.398
H 1.305 1.867 1.058
```



(2)
Below is C4H7N2 as an isolated structure in a non-equilibrium geometry, with properties calculated with ωB97M-V/def2-TZVPD.

Properties
Total energy in Eh: -265.69277
M in g/mol: 83.114
HOMO in eV: -14.088
Kohn-Sham gap in eV: 8.185
ΔE to the lowest compared entry with this formula, charge and spin in kcal/mol: 135.36
LUMO energy in eV: -5.9
Net charge: +1

XYZ file:
```
13
C4H7N2 ωB97M-V/def2-TZVPD
C -1.031 -0.659 0.607
C -1.913 -0.563 -0.444
C 2.488 -0.556 0.022
C -0.998 0.811 0.677
N 1.538 0.303 -0.160
N -1.761 0.958 -0.365
H -0.503 -1.530 0.971
H -2.404 -1.198 -1.122
H 2.296 -1.519 0.699
H 3.514 -0.572 -0.346
H -0.717 1.685 1.203
H 1.751 1.102 -0.872
H -2.260 1.738 -0.871
```